Record 1
C36H27BrFeN7O2S2Se | ωB97M-V with the def2-TZVPD basis set

Results
HOMO level (spin up / spin down)   -13.7793 / -13.7838 eV
Charge   +2
Multiplicity   2

Element x y z (Å)
Fe (-0.164, 0.378, 0.184)
S (-0.942, 1.870, 1.760)
C (-1.756, 0.924, 2.895)
N (-2.079, 1.349, 4.088)
C (-2.786, 0.468, 5.025)
C (-3.802, -0.351, 4.280)
N (-3.153, -1.035, 3.154)
C (-3.686, -2.366, 2.830)
C (-3.204, -3.412, 3.810)
C (-1.931, -3.356, 4.365)
C (-1.509, -4.342, 5.245)
C (-2.355, -5.393, 5.568)
C (-3.624, -5.455, 5.012)
C (-4.051, -4.464, 4.140)
C (-2.153, -0.484, 2.516)
S (-1.267, -1.286, 1.327)
C (-1.718, 2.683, 4.617)
C (-2.957, 3.499, 4.878)
C (-3.800, 3.834, 3.820)
C (-4.946, 4.576, 4.053)
C (-5.254, 4.992, 5.343)
C (-4.416, 4.665, 6.397)
C (-3.269, 3.915, 6.165)
H (-3.281, 1.098, 5.761)
H (-2.057, -0.169, 5.533)
H (-4.622, 0.265, 3.902)
H (-4.210, -1.121, 4.935)
H (-3.409, -2.604, 1.804)
H (-4.773, -2.280, 2.879)
H (-1.250, -2.552, 4.104)
H (-0.517, -4.293, 5.675)
H (-2.026, -6.163, 6.253)
H (-4.289, -6.270, 5.263)
H (-5.048, -4.510, 3.718)
H (-1.058, 3.164, 3.900)
H (-1.160, 2.513, 5.539)
H (-3.548, 3.530, 2.810)
H (-5.594, 4.844, 3.229)
H (-6.145, 5.578, 5.523)
H (-4.649, 4.995, 7.400)
H (-2.611, 3.667, 6.990)
Se (-2.454, -2.502, -6.377)
N (-3.067, -1.193, -5.346)
C (-2.288, -1.136, -4.298)
C (-2.478, -0.186, -3.208)
C (-3.485, 0.782, -3.194)
C (-3.556, 1.645, -2.125)
C (-2.641, 1.523, -1.084)
N (-1.691, 0.596, -1.076)
C (-1.596, -0.235, -2.135)
C (-0.486, -1.170, -2.116)
N (0.335, -1.087, -1.052)
C (1.377, -1.910, -0.967)
C (1.656, -2.849, -1.952)
C (0.831, -2.932, -3.054)
C (-0.270, -2.080, -3.144)
C (-1.200, -2.072, -4.267)
N (-1.106, -2.882, -5.288)
H (-4.177, 0.842, -4.024)
H (-4.303, 2.424, -2.082)
H (-2.673, 2.195, -0.240)
H (2.003, -1.809, -0.092)
H (2.517, -3.492, -1.846)
H (1.018, -3.642, -3.849)
Br (1.166, -0.741, 3.664)
C (2.249, 0.051, 2.332)
C (3.571, 0.287, 2.683)
C (4.421, 0.843, 1.746)
C (3.916, 1.156, 0.492)
C (2.583, 0.920, 0.253)
N (1.740, 0.356, 1.144)
C (1.933, 1.299, -1.050)
O (2.522, 1.238, -2.092)
O (0.662, 1.634, -0.884)
H (3.911, 0.032, 3.675)
H (5.456, 1.034, 1.995)
H (4.522, 1.584, -0.294)

Record 2
C36H28IMgN6O4S2 | ωB97M-V with the def2-TZVPD basis set

Results
HOMO level   -4.6400 eV
Charge   -1

Element x y z (Å)
Mg (0.480, 0.052, -0.184)
N (3.454, 3.288, -1.467)
C (2.788, 2.625, -0.466)
S (3.618, 1.576, 0.589)
N (1.514, 2.997, -0.334)
N (0.818, 2.098, 0.400)
C (0.045, 2.530, 1.341)
C (-0.037, 3.965, 1.726)
C (0.391, 4.392, 2.979)
C (0.351, 5.738, 3.320)
C (-0.124, 6.671, 2.409)
C (-0.548, 6.252, 1.154)
C (-0.498, 4.909, 0.814)
C (-0.607, 1.477, 2.172)
C (-1.366, 1.769, 3.297)
C (-1.815, 0.726, 4.093)
C (-1.539, -0.582, 3.732)
C (-0.840, -0.795, 2.553)
N (-0.382, 0.205, 1.805)
H (4.347, 2.882, -1.692)
H (2.883, 3.563, -2.252)
H (0.783, 3.667, 3.683)
H (0.702, 6.057, 4.293)
H (-0.153, 7.721, 2.671)
H (-0.911, 6.974, 0.434)
H (-0.806, 4.582, -0.169)
H (-1.587, 2.797, 3.546)
H (-2.387, 0.938, 4.988)
H (-1.865, -1.421, 4.330)
H (-0.649, -1.793, 2.171)
C (1.681, 4.817, -6.469)
C (1.461, 3.629, -5.569)
C (0.767, 3.760, -4.372)
C (0.537, 2.664, -3.552)
C (1.013, 1.419, -3.934)
C (1.711, 1.263, -5.126)
C (1.931, 2.368, -5.933)
S (0.783, 0.030, -2.864)
O (0.744, -1.131, -3.715)
O (1.853, 0.106, -1.862)
N (-0.506, 0.317, -2.001)
C (-1.788, 0.179, -2.542)
C (-2.109, 0.025, -3.869)
C (-3.456, -0.064, -4.290)
C (-4.489, 0.009, -3.406)
C (-4.198, 0.173, -2.028)
C (-5.203, 0.254, -1.036)
C (-4.856, 0.398, 0.272)
C (-3.484, 0.471, 0.601)
N (-2.525, 0.410, -0.283)
C (-2.861, 0.255, -1.595)
H (1.510, 5.752, -5.937)
H (1.000, 4.790, -7.322)
H (2.698, 4.830, -6.863)
H (0.405, 4.737, -4.069)
H (0.015, 2.770, -2.610)
H (2.072, 0.282, -5.406)
H (2.478, 2.252, -6.862)
H (-1.325, -0.059, -4.609)
H (-3.659, -0.197, -5.346)
H (-5.520, -0.063, -3.731)
H (-6.244, 0.200, -1.337)
H (-5.603, 0.458, 1.053)
H (-3.181, 0.584, 1.639)
I (7.434, -3.106, 1.297)
C (5.358, -3.039, 1.059)
C (4.660, -1.915, 1.472)
C (3.284, -1.874, 1.285)
C (2.612, -2.944, 0.712)
C (3.330, -4.067, 0.320)
C (4.707, -4.121, 0.482)
C (1.118, -2.911, 0.496)
O (0.469, -3.918, 0.758)
O (0.644, -1.809, 0.051)
H (5.176, -1.067, 1.902)
H (2.741, -0.984, 1.576)
H (2.797, -4.905, -0.109)
H (5.264, -4.991, 0.164)

Record 3
C36H28O26 | ωB97M-V with the def2-TZVPD basis set

Results
HOMO level (spin up / spin down)   -2.9175 / -5.2897 eV
Charge   -1
Multiplicity   2

Element x y z (Å)
C (14.244, 17.584, -26.839)
C (14.680, 18.823, -27.184)
C (16.053, 19.307, -26.966)
O (16.474, 20.444, -27.251)
C (16.998, 18.241, -26.491)
C (16.568, 17.005, -26.169)
C (15.186, 16.566, -26.267)
O (14.905, 15.420, -25.941)
O (17.378, 15.966, -25.873)
O (13.774, 19.763, -27.469)
H (13.193, 17.480, -27.066)
H (18.059, 18.396, -26.365)
H (16.795, 15.210, -25.771)
H (14.167, 20.622, -27.301)
C (7.796, 12.942, -24.211)
C (8.519, 13.882, -24.891)
C (8.678, 15.265, -24.520)
O (9.265, 16.096, -25.228)
C (8.168, 15.556, -23.214)
C (7.500, 14.694, -22.429)
C (7.163, 13.292, -22.837)
O (6.408, 12.540, -22.215)
O (6.996, 15.087, -21.205)
O (9.125, 13.644, -26.083)
H (7.818, 11.903, -24.505)
H (8.393, 16.549, -22.852)
H (6.757, 14.271, -20.759)
H (9.565, 14.419, -26.439)
C (10.709, 20.037, -22.147)
C (11.993, 20.562, -21.904)
C (13.113, 20.296, -22.842)
O (14.230, 20.870, -22.840)
C (12.767, 19.272, -23.829)
C (11.559, 18.668, -24.007)
C (10.344, 19.089, -23.215)
O (9.210, 18.658, -23.323)
O (11.416, 17.664, -24.886)
O (12.232, 21.333, -20.870)
H (9.923, 20.356, -21.479)
H (13.586, 18.924, -24.442)
H (10.592, 17.229, -24.655)
H (13.156, 21.589, -20.816)
C (10.570, 15.108, -31.545)
C (10.537, 15.609, -30.314)
C (10.043, 14.826, -29.190)
O (9.898, 15.226, -28.047)
C (9.418, 13.563, -29.558)
C (9.472, 13.095, -30.826)
C (10.097, 13.780, -31.953)
O (10.199, 13.229, -33.022)
O (8.784, 11.885, -31.104)
O (11.090, 16.788, -29.879)
H (10.985, 15.779, -32.283)
H (8.787, 13.032, -28.860)
H (9.174, 11.475, -31.880)
H (10.854, 16.945, -28.962)
C (6.252, 17.930, -25.641)
C (6.106, 18.817, -26.577)
C (4.932, 19.637, -26.703)
O (4.959, 20.592, -27.526)
C (3.891, 19.354, -25.796)
C (4.019, 18.453, -24.817)
C (5.229, 17.655, -24.549)
O (5.270, 16.829, -23.612)
O (2.946, 18.156, -24.017)
O (7.260, 19.129, -27.233)
H (7.133, 17.311, -25.561)
H (2.906, 19.780, -25.915)
H (3.204, 17.694, -23.216)
H (6.910, 19.699, -27.922)
C (8.780, 24.621, -27.822)
C (9.871, 25.279, -27.360)
C (10.868, 24.692, -26.468)
O (11.999, 25.130, -26.205)
C (10.543, 23.270, -26.113)
C (9.442, 22.622, -26.678)
C (8.450, 23.225, -27.576)
O (7.449, 22.718, -28.011)
O (9.249, 21.341, -26.315)
O (10.224, 26.457, -27.835)
H (8.119, 25.120, -28.515)
H (11.158, 22.674, -25.455)
H (8.343, 21.165, -26.577)
H (11.118, 26.618, -27.526)
O (10.482, 18.498, -27.452)
H (10.144, 19.176, -26.867)
H (9.858, 17.777, -27.368)
O (10.368, 20.072, -29.691)
H (10.188, 19.497, -28.947)
H (11.255, 19.839, -29.966)

no.,total energy (eV),largest force on an atom (hartree/bohr)
1,-243732.216,0.0064
2,-90140.186,0.0171
3,-91016.470,0.1262